# C38H33FeN6O4Se

A structure of composition C38H33FeN6O4Se in a non-equilibrium geometry (ωB97M-V with the def2-TZVPD basis set, OMol25).

Structure (XYZ):
```
83
C38H33FeN6O4Se | OMol25 | ωB97M-V with the def2-TZVPD basis set
Fe -1.45817 1.55820 -0.08564
C 2.94593 -2.71090 -1.35174
C 2.54793 -1.72480 -0.25874
C 3.46203 -1.80780 0.96266
O 1.19583 -2.01920 0.10526
C 0.54953 -0.79530 0.25056
C 1.24933 0.02670 -0.86314
O 2.57313 -0.37840 -0.74734
C 2.08333 2.26010 -0.57454
O 0.99003 1.39640 -0.77644
C 2.49993 2.40400 0.78396
C 1.57343 2.17320 1.82156
C 1.95883 2.21510 3.14216
C 3.27833 2.47950 3.48186
C 4.20533 2.70860 2.47486
C 3.82953 2.68270 1.14966
C 2.58773 2.91170 -1.72854
C 3.36303 4.09070 -1.65734
C 3.81043 4.70610 -2.80524
C 3.50303 4.18820 -4.05724
C 2.72313 3.04430 -4.14874
C 2.26583 2.42050 -3.01294
C -1.72477 -1.84770 0.13176
O -0.80997 -0.72160 0.00686
C -1.41317 -2.83200 -0.98454
C -1.49397 -4.21230 -0.87464
C -1.14347 -5.02080 -1.94624
C -0.73897 -4.46360 -3.14534
C -0.71477 -3.08770 -3.28514
C -1.06047 -2.28700 -2.21554
C -1.65717 -2.36940 1.55646
C -0.71077 -3.32230 1.92286
C -0.61847 -3.76270 3.23306
C -1.46847 -3.25900 4.20186
C -2.39037 -2.28820 3.85516
C -2.46897 -1.83100 2.55106
H 2.89313 -3.71890 -0.95254
H 3.95353 -2.49730 -1.69254
H 2.25383 -2.62860 -2.18544
H 3.38893 -2.79940 1.40026
H 3.15883 -1.06760 1.69886
H 4.48533 -1.60540 0.66236
H 0.77263 -0.37100 1.25326
H 0.82613 -0.32100 -1.82664
H 0.52473 1.99170 1.56386
H 1.23143 2.04100 3.92216
H 3.58183 2.49290 4.51866
H 5.23733 2.89290 2.73366
H 4.57043 2.81770 0.37816
H 3.56453 4.54310 -0.69894
H 4.39543 5.61160 -2.73214
H 3.85623 4.67850 -4.95234
H 2.47443 2.64460 -5.12134
H 1.65733 1.53490 -3.10254
H -1.83317 -4.66010 0.04656
H -1.19147 -6.09490 -1.84034
H -0.45617 -5.09430 -3.97314
H -0.42527 -2.63270 -4.22104
H -1.06067 -1.21380 -2.33954
H -0.03427 -3.70950 1.17876
H 0.12103 -4.50680 3.49206
H -1.41377 -3.61310 5.22206
H -3.05357 -1.87990 4.60376
H -3.17167 -1.04610 2.32426
N -4.84047 4.11980 1.14956
C -3.50127 4.03930 1.13026
N -3.14377 2.79540 0.92686
C -4.33317 2.11850 0.81296
N -5.37527 2.91010 0.95306
C -4.34367 0.70180 0.50886
C -5.51087 -0.05830 0.45796
N -5.41367 -1.40370 0.51356
C -4.28657 -1.96140 0.28446
C -3.09637 -1.17490 -0.21274
N -3.13647 0.17780 0.30326
H -5.42947 4.93260 1.22826
H -2.83377 4.86470 1.26776
H -6.48757 0.38720 0.52686
H -4.18107 -3.01750 0.48506
H -3.14367 -1.10930 -1.31884
Se -1.88287 1.73370 -2.47904
C -1.47447 3.31400 -1.76664
N -1.21667 4.31700 -1.24434
```

Summary:
gap between HOMO and LUMO (spin up / spin down) = 6.039 / 5.419 eV
largest force on an atom = 3.85 eV Å⁻¹
⟨S²⟩ = 1.05
lowest unoccupied orbital energy (spin up / spin down) = -0.364 / -0.988 eV
spin multiplicity = 2



# C8H14F8InN2O12S5

A structure of composition C8H14F8InN2O12S5 in a non-equilibrium geometry (ωB97M-V with the def2-TZVPD basis set, OMol25).

Structure (XYZ):
```
50
C8H14F8InN2O12S5 | OMol25 | ωB97M-V with the def2-TZVPD basis set
In -0.30435 0.84060 1.37113
C 1.17674 -2.35783 3.61545
F 1.68824 -1.68899 4.66044
F 2.06648 -2.38685 2.57938
F 1.01710 -3.61394 3.90536
S -0.48765 -1.70480 2.91607
O -1.38107 -2.85644 3.12765
O -0.70622 -0.51107 3.69835
N -0.27445 -1.14156 1.22570
S -0.38951 -2.59573 0.47264
O 0.53004 -3.58201 0.93846
O -1.79243 -3.00261 0.27333
C 0.43605 -2.06519 -1.24268
F 1.10547 -3.06248 -1.79090
F -0.53787 -1.82650 -2.12672
F 1.27419 -1.01747 -1.16847
N 1.68377 0.43515 1.64085
S 2.49430 0.87751 2.86712
O 3.00477 2.19643 2.91105
O 3.17920 -0.18750 3.65254
F 1.23220 1.01515 3.88951
S 3.09873 0.48679 0.67371
O 4.26520 -0.43522 0.87790
O 3.25636 1.78973 0.06097
F 2.33529 -0.13504 -0.56755
C -1.79147 -1.02173 -3.14251
C -2.88553 -1.12076 -1.99988
C -3.28311 0.36241 -1.63124
S -1.70515 1.16307 -1.52509
O -1.13333 0.96189 -0.18694
O -1.72988 2.52420 -2.08886
C -0.84378 0.12719 -2.82158
H -2.27589 -0.83916 -4.10173
H -1.31897 -1.98089 -3.35426
H -2.63377 -1.64925 -1.08041
H -3.78633 -1.59427 -2.39035
H -3.93829 0.56667 -0.78440
H -3.65893 0.72382 -2.58845
H 0.15012 -0.14506 -2.46639
H -0.61132 0.59578 -3.77787
C -0.17093 3.35898 -0.54831
C 1.15541 2.60653 -0.25893
O 1.13831 1.26089 -0.43854
O -1.30423 2.74572 -0.00189
H -0.39831 3.17787 -1.59884
H -0.18826 4.43053 -0.34937
H 1.44058 2.87252 0.75893
H 1.94690 3.14384 -0.78136
H 1.92860 1.06142 -0.94573
H -2.07304 3.19764 -0.35729
```

Summary:
gap between HOMO and LUMO = 7.176 eV
largest force on an atom = 18.30 eV Å⁻¹
net charge = +1
lowest unoccupied orbital energy = -6.857 eV
spin multiplicity = 1



# C4H12N4

A cluster of 2 separate species, C4H12N4 in total in a non-equilibrium geometry (ωB97M-V with the def2-TZVPD basis set, OMol25).

Structure (XYZ):
```
20
C4H12N4 | OMol25 | ωB97M-V with the def2-TZVPD basis set
C 0.51605 -0.55869 1.39556
C 0.66255 1.53816 -3.62269
C 0.21695 -1.38516 3.58095
C -0.18543 0.50333 -3.26050
N 0.01986 0.18237 0.32440
N -0.18062 -0.68057 2.43726
N -1.34778 -0.12242 2.49741
N 0.38878 -0.06256 -0.79346
H 1.39263 -1.16190 1.24720
H 0.47892 2.54392 -3.22747
H 1.83155 1.34586 -3.42325
H 0.64168 1.61700 -4.78606
H 0.85370 -0.61766 4.21368
H -0.53001 -1.85911 4.07918
H 1.00176 -2.07181 3.29128
H 0.00079 -0.44612 -3.77654
H -1.09534 0.68861 -2.73808
H -1.54434 0.30818 1.61897
H -1.90034 -0.47223 3.20887
H 1.14106 -0.58502 -1.11389
```

Summary:
gap between HOMO and LUMO (spin up / spin down) = 5.813 / 6.350 eV
largest force on an atom = 6.30 eV Å⁻¹
net charge = +2
⟨S²⟩ = 2.03
lowest unoccupied orbital energy (spin up / spin down) = -10.242 / -11.203 eV
spin multiplicity = 3



# C19H21F3NO7S3

A structure of composition C19H21F3NO7S3 in a non-equilibrium geometry (ωB97M-V with the def2-TZVPD basis set, OMol25).

Structure (XYZ):
```
54
C19H21F3NO7S3 | OMol25 | ωB97M-V with the def2-TZVPD basis set
C 4.82526 -0.66074 -1.76559
C 4.18655 -1.67193 -0.86113
O 2.90441 -1.19149 -0.39554
C 2.31837 -2.09775 0.41646
C 0.80997 -1.84537 0.74261
O 0.03066 -2.91605 0.92314
C 0.22516 -4.01313 -0.01487
S 0.12884 -0.68769 -1.19186
C -1.70066 -0.99283 -1.28667
C -2.21228 -0.98681 -2.57646
C -3.51685 -1.41454 -2.80531
C -4.31677 -1.83770 -1.73264
C -3.80086 -1.79392 -0.43548
C -2.48880 -1.34558 -0.20343
O 0.44898 0.71937 -1.03822
O 0.63936 -1.38827 -2.36654
O 2.84276 -3.15160 0.76803
H 5.57061 -1.16143 -2.37399
H 4.11997 -0.19238 -2.43752
H 5.32489 0.10443 -1.18332
H 4.00838 -2.62429 -1.38553
H 4.81184 -1.86953 0.01722
H -0.57437 -4.73213 0.20972
H 0.13492 -3.66575 -1.05815
H 1.20218 -4.46516 0.18761
H -1.57323 -0.71110 -3.40623
H -3.90424 -1.44533 -3.81939
H -5.33924 -2.18753 -1.90712
H -4.41487 -2.13635 0.40247
H -2.09779 -1.30935 0.81157
C 2.07322 2.73776 2.83873
N 0.68034 2.52891 2.76500
S 0.33726 -0.49095 1.56152
C 0.28040 -1.01447 3.37058
F -0.79452 -0.41786 3.94494
F 0.19274 -2.34802 3.59474
F 1.42038 -0.55166 3.92383
S -0.61888 3.28382 2.45646
C -1.05422 3.11462 0.71247
C -0.32223 3.79081 -0.26394
C -0.78089 3.81304 -1.57489
C -1.97921 3.15639 -1.92359
C -2.68043 2.42164 -0.95574
C -2.21427 2.40883 0.35230
O -1.77496 2.64742 3.05343
O -0.45849 4.73157 2.62342
H 2.53312 1.86742 3.35524
H 2.57165 2.82734 1.85439
H 2.29561 3.62824 3.44401
H 0.59501 4.29452 0.02190
H -0.20453 4.34333 -2.34358
H -2.35055 3.20720 -2.94583
H -3.57767 1.84589 -1.19433
H -2.76203 1.84616 1.09511
```

Summary:
gap between HOMO and LUMO = 5.817 eV
largest force on an atom = 4.49 eV Å⁻¹
net charge = -1
lowest unoccupied orbital energy = 1.653 eV
spin multiplicity = 1



# C25H22FNO4S2

A cluster of 2 separate species, C25H22FNO4S2 in total in a non-equilibrium geometry (ωB97M-V with the def2-TZVPD basis set, OMol25).

Structure (XYZ):
```
55
C25H22FNO4S2 | OMol25 | ωB97M-V with the def2-TZVPD basis set
F -0.63283 -0.22007 1.64894
C -1.85329 -0.23127 1.09759
S -2.83664 1.24991 1.33966
O -2.60006 1.84703 2.63655
O -2.82388 2.05755 0.14172
C -4.43516 0.44662 1.50865
C -4.42165 -0.93338 1.53064
C -5.59998 -1.65409 1.71940
C -6.80521 -0.96436 1.84096
C -6.81664 0.43458 1.84424
C -5.62413 1.14614 1.71643
S -2.82229 -1.71813 1.35162
O -2.84930 -2.52086 0.14693
O -2.54190 -2.32330 2.63311
H -5.55904 -2.73918 1.73728
H -7.73373 -1.52573 1.92560
H -7.75535 0.97746 1.93235
H -5.60547 2.23233 1.74225
C -0.20305 2.50240 -2.67245
C 0.90872 2.17707 -1.77718
N 1.75934 3.15165 -1.38104
C 1.53570 4.57342 -1.60462
C 2.79003 2.62919 -0.58969
C 2.54861 1.24603 -0.42743
C 3.38493 0.54863 0.44505
C 4.45534 1.23038 1.06551
C 4.60826 2.62317 0.95536
C 3.74850 3.35287 0.11692
C 1.33680 0.93605 -1.21832
C 0.65206 -0.27512 -1.33445
C 1.25954 -1.56550 -1.18056
C 2.61438 -1.82881 -1.52742
C 3.21051 -3.03803 -1.19130
C 2.48339 -4.02068 -0.50006
C 3.16620 -5.25040 0.02627
C 1.10701 -3.82638 -0.28855
C 0.49277 -2.64660 -0.67140
H -0.61891 1.58335 -3.07723
H -0.98923 3.02319 -2.10683
H 0.13345 3.14377 -3.50126
H 2.30340 5.10636 -1.04101
H 1.60525 4.83480 -2.67007
H 0.54000 4.87243 -1.24397
H 3.18456 -0.50177 0.63179
H 5.17803 0.67287 1.67140
H 5.38478 3.15301 1.50703
H 3.77402 4.44240 0.00383
H -0.42462 -0.24896 -1.48997
H 3.16287 -1.08097 -2.09438
H 4.26165 -3.22276 -1.43615
H 2.41088 -5.90948 0.46866
H 3.70046 -5.78907 -0.77053
H 3.90174 -4.98850 0.80463
H 0.53753 -4.63611 0.18024
H -0.58838 -2.53518 -0.57473
```

Summary:
gap between HOMO and LUMO = 4.332 eV
largest force on an atom = 3.13 eV Å⁻¹
lowest unoccupied orbital energy = -2.074 eV
spin multiplicity = 1



# C3H2N2O2

The molecule C3H2N2O2 in a non-equilibrium geometry (ωB97M-V with the def2-TZVPD basis set, OMol25).

Structure (XYZ):
```
9
C3H2N2O2 | OMol25 | ωB97M-V with the def2-TZVPD basis set
O 0.41222 -1.08650 -2.41923
C 0.25289 -0.43826 -1.44543
C -0.83114 -0.26863 -0.35233
N -0.40932 -0.85803 0.74359
C 0.03430 0.20250 1.47144
N -0.15045 1.37256 0.91395
O -0.85490 1.08036 -0.22422
H 0.98180 0.28462 -0.95347
H 0.60663 0.09794 2.38071
```

Summary:
gap between HOMO and LUMO = 9.963 eV
largest force on an atom = 1.19 eV Å⁻¹
SMILES = O=Cc1ncno1
lowest unoccupied orbital energy = -0.982 eV
spin multiplicity = 1



# C7H7N2O

The ion C7H7N2O with charge +1 in a non-equilibrium geometry (ωB97M-V with the def2-TZVPD basis set, OMol25).

Structure (XYZ):
```
17
C7H7N2O | OMol25 | ωB97M-V with the def2-TZVPD basis set
O -0.26643 1.88764 2.93965
N -1.03076 1.09952 2.39974
N -1.93320 1.15317 1.48639
C -1.08538 -0.04396 1.43472
C -0.29146 -0.32871 0.27169
C 0.41215 -1.49108 -0.05393
C 1.20107 -1.58986 -1.18229
C 1.20914 -0.66159 -2.19570
C 0.51990 0.47544 -1.86194
C -0.17636 0.66452 -0.70103
H -0.52736 2.80902 2.61218
H -1.34008 -0.93017 2.03468
H 0.37744 -2.49079 0.52345
H 1.65591 -2.56563 -1.32260
H 1.55922 -0.83701 -3.24096
H 0.43167 1.22681 -2.56387
H -0.71547 1.62268 -0.58018
```

Summary:
gap between HOMO and LUMO = 7.171 eV
largest force on an atom = 6.51 eV Å⁻¹
net charge = +1
SMILES = O[N+]1=N[C@H]1c1ccccc1
lowest unoccupied orbital energy = -6.427 eV
spin multiplicity = 1



# C16H28Al2F8N3O15P2S

A structure of composition C16H28Al2F8N3O15P2S in a non-equilibrium geometry (ωB97M-V with the def2-TZVPD basis set, OMol25).

Structure (XYZ):
```
75
C16H28Al2F8N3O15P2S | OMol25 | ωB97M-V with the def2-TZVPD basis set
N 3.37855 -2.97528 2.52979
C 4.48658 -2.27151 1.72426
N 4.14583 -1.69562 0.50917
N 5.93477 -2.21606 2.15686
C 6.88534 -2.75878 1.11359
O 8.01316 -1.84024 0.79795
O 7.64586 -0.98815 -0.14445
H 3.49862 -2.77152 3.55411
H 3.58152 -4.00673 2.36260
H 3.84402 -2.38049 -0.24633
H 4.22316 -0.66805 0.29154
H 6.21753 -1.28015 2.52249
H 6.37494 -3.04473 0.08650
H 7.35962 -3.77184 1.51962
H 7.60200 -1.47754 -1.02450
O 2.98624 0.99853 -0.20339
P 1.67820 0.68966 -0.95026
O 0.92745 2.00121 -1.23281
O 0.79914 -0.22850 -0.08513
O 1.99998 -0.01327 -2.27936
Al 3.43569 -1.39398 -2.18520
C 8.15258 2.61801 0.52386
C 8.40584 3.88845 0.00752
C 7.43175 4.54270 -0.74608
C 6.19948 3.92989 -0.97520
C 5.94490 2.66098 -0.45565
C 6.92247 2.00286 0.29013
H 8.91325 2.10701 1.10825
H 9.36354 4.36876 0.19191
H 7.63186 5.52979 -1.15392
H 5.43844 4.44165 -1.55833
H 4.98394 2.18425 -0.63293
H 6.72581 1.01202 0.69007
C -3.26654 2.28554 -1.60325
C -3.03353 2.36693 -0.08739
C -2.16318 1.25613 0.48851
F -2.71213 0.03259 0.31444
F -2.00972 1.41537 1.83076
F -4.23465 2.43462 0.54675
F -2.41617 3.56490 0.16239
O -4.49942 1.69138 -2.01709
C -4.49140 0.26787 -2.11188
C -5.47158 -0.39664 -1.13905
F -5.18021 -0.09308 0.15140
F -5.41790 -1.75235 -1.23804
F -3.22101 -0.18284 -1.97221
F -4.84848 -0.01807 -3.39355
H -3.33296 3.32068 -1.96184
H -2.40703 1.86676 -2.14022
H -1.16579 1.25830 0.03955
H -6.49941 -0.07790 -1.33724
O -9.97640 -1.27917 0.64309
S -10.05656 -2.42387 1.52160
O -10.02196 -2.28869 2.96422
O -8.93554 -3.51978 1.07069
C -7.56935 -3.11965 1.04718
C -7.00967 -2.95266 2.44859
C -11.50229 -3.36581 1.10431
H -7.44957 -2.20218 0.46037
H -7.00830 -3.90728 0.53157
H -7.51230 -2.14174 2.98190
H -5.94252 -2.71643 2.41848
H -7.15711 -3.86529 3.03450
H -11.53840 -3.51190 0.02442
H -12.37294 -2.79359 1.43498
H -11.46969 -4.32093 1.63040
O 11.05787 5.61868 -0.58742
P 10.51753 6.28427 -1.86383
O 9.39059 7.26245 -1.49401
O 9.96931 5.20466 -2.81152
O 11.65259 7.05065 -2.56274
Al 5.56224 -0.13945 0.66269
O -12.41312 -4.50336 -2.04396
H -12.14473 -5.06430 -2.78705
H -12.83062 -3.73816 -2.46723
```

Summary:
gap between HOMO and LUMO = 1.411 eV
largest force on an atom = 7.04 eV Å⁻¹
net charge = +1
lowest unoccupied orbital energy = -9.296 eV
spin multiplicity = 1